1.
{
  "formula": "C2H16O6",
  "method": "ωB97M-V/def2-TZVPD",
  "symbols": ["C", "C", "H", "H", "H", "H", "O", "H", "H", "O", "H", "H", "O", "H", "H", "O", "H", "H", "O", "H", "H", "O", "H", "H"],
  "coordinates": [[0.013, 3.042, -0.429], [0.504, 1.908, -1.002], [-1.030, 3.309, -0.303], [0.698, 3.794, -0.017], [-0.398, 1.308, -1.313], [1.511, 1.602, -1.226], [-2.219, -2.487, -1.413], [-1.337, -2.037, -1.132], [-3.022, -1.914, -1.298], [0.184, -0.561, -1.836], [0.347, -0.700, -2.761], [0.691, -1.380, -1.436], [-0.577, 0.678, 1.858], [-1.511, 0.636, 2.090], [-0.386, 1.378, 1.385], [1.206, -1.943, 0.238], [2.081, -2.410, 0.302], [1.162, -1.344, 1.092], [-2.001, -0.116, 0.040], [-1.271, -0.150, -0.760], [-1.642, -0.773, 0.651], [2.224, -0.919, 2.434], [3.141, -0.646, 2.201], [1.633, -0.275, 2.634]],
  "smiles": "C=C.O.O.O.O.O.O",
  "e_above_lowest_kj_mol": 328.1,
  "homo_energy_ev": -9.98,
  "charge": 0,
  "lumo_energy_ev": 0.3,
  "gap_ha": 0.3774,
  "max_force_ev_per_a": 8.0,
  "spin_multiplicity": 1
}

2.
{
  "formula": "C2H17CaO9",
  "method": "ωB97M-V/def2-TZVPD",
  "symbols": ["Ca", "C", "C", "O", "O", "H", "H", "H", "O", "H", "H", "O", "H", "H", "O", "H", "H", "O", "H", "H", "O", "H", "H", "O", "H", "H", "O", "H", "H"],
  "coordinates": [[-0.165, -0.306, 1.068], [-0.241, -0.555, -3.370], [-0.154, -0.428, -1.848], [0.891, -0.836, -1.190], [-1.169, -0.035, -1.213], [0.462, -1.413, -3.607], [0.172, 0.332, -3.760], [-1.155, -0.884, -3.893], [-0.407, -2.465, 0.830], [-0.020, -2.988, 0.138], [-0.571, -3.110, 1.563], [-1.311, 1.810, 1.378], [-1.409, 2.327, 2.175], [-1.247, 2.502, 0.694], [0.533, -1.166, 3.057], [0.353, -1.639, 3.899], [1.401, -0.747, 3.254], [-1.267, 3.294, -1.935], [-0.429, 3.089, -2.381], [-1.837, 2.645, -2.404], [3.127, 0.043, -0.162], [2.440, -0.255, -0.788], [3.972, -0.057, -0.543], [1.803, 1.009, 1.664], [1.948, 1.532, 2.457], [2.674, 0.810, 1.213], [-2.501, -0.667, 1.338], [-3.077, -0.473, 0.449], [-2.814, -1.368, 1.916]],
  "homo_energy_ev": -12.66,
  "charge": 1,
  "lumo_energy_ev": -3.3,
  "gap_ha": 0.3441,
  "max_force_ev_per_a": 4.2,
  "spin_multiplicity": 1
}

charge of number 2 (C2H17CaO9)? +1

Which formula does entry 2 have? C2H17CaO9